(1)
{
  "formula": "C2H5FS",
  "method": "ωB97M-V with the def2-TZVPD basis set",
  "lumo_energy_ev": [0.50, 0.35],
  "orbital_gap_ev": [9.15, 8.09],
  "homo_energy_ha": [-0.318, -0.284],
  "de_lowest_kj_mol": 386.5,
  "max_force_ev_per_a": 3.31,
  "symbols": ["C", "C", "F", "S", "H", "H", "H", "H", "H"],
  "coordinates": [[1.742, -0.232, 0.157], [-0.857, 0.370, -0.518], [-0.954, 1.600, 0.060], [-1.777, -0.966, 0.129], [1.662, 0.162, -0.848], [1.626, -1.231, 0.209], [1.388, 0.393, 0.956], [-0.737, 0.338, -1.531], [-2.093, -0.435, 1.386]],
  "nbo_charge": [-0.51, 0.05, -0.34, 0.00, 0.16, 0.15, 0.17, 0.16, 0.16]
}



(2)
{
  "formula": "CH2N2P2",
  "method": "ωB97M-V with the def2-TZVPD basis set",
  "lumo_energy_ev": [-0.50, -1.66],
  "multiplicity": 3,
  "orbital_gap_ev": [6.26, 8.31],
  "s2": 2.02,
  "homo_energy_ha": [-0.248, -0.366],
  "de_lowest_kj_mol": 15.2,
  "max_force_ev_per_a": 4.02,
  "symbols": ["C", "N", "N", "P", "P", "H", "H"],
  "coordinates": [[-0.544, 2.818, -0.090], [-1.038, 2.785, -1.110], [0.003, -2.192, 0.363], [-0.675, -1.884, 1.676], [0.990, -2.881, -0.688], [1.510, -1.662, -0.981], [-0.246, 3.015, 0.830]],
  "nbo_charge": [0.08, -0.29, -1.32, 0.71, 0.71, -0.10, 0.20]
}



(3)
{
  "formula": "C29H30AsCl3N2O3Sc",
  "method": "ωB97M-V with the def2-TZVPD basis set",
  "lumo_energy_ev": -4.03,
  "orbital_gap_ev": 6.70,
  "homo_energy_ha": -0.394,
  "de_lowest_kj_mol": 0.0,
  "total_charge": 1,
  "max_force_ev_per_a": 0.49,
  "symbols": ["Sc", "C", "O", "C", "C", "C", "C", "C", "C", "N", "N", "C", "C", "O", "C", "C", "C", "C", "C", "C", "C", "C", "H", "H", "H", "H", "H", "H", "H", "H", "H", "H", "H", "H", "H", "Cl", "C", "C", "C", "Cl", "C", "O", "C", "Cl", "C", "H", "H", "C", "C", "As", "C", "C", "C", "C", "H", "H", "H", "H", "H", "H", "H", "H", "H", "H", "H", "H", "H", "H", "H"],
  "coordinates": [[-1.100, -0.494, 0.049], [-3.370, -0.050, -2.260], [-2.391, 0.602, -1.421], [-2.272, 1.987, -1.512], [-2.991, 2.750, -2.412], [-2.795, 4.127, -2.412], [-1.904, 4.715, -1.527], [-1.193, 3.936, -0.629], [-1.368, 2.562, -0.624], [-0.707, 1.652, 0.267], [0.144, 2.204, 1.028], [0.817, 1.523, 1.997], [0.510, 0.224, 2.451], [-0.401, -0.516, 1.865], [1.164, -0.305, 3.595], [2.129, 0.421, 4.216], [2.512, 1.721, 3.772], [3.534, 2.432, 4.432], [3.893, 3.683, 4.010], [3.229, 4.255, 2.913], [2.232, 3.581, 2.254], [1.848, 2.293, 2.672], [-3.127, 0.130, -3.306], [-4.360, 0.332, -2.018], [-3.292, -1.107, -2.037], [-3.694, 2.302, -3.097], [-3.350, 4.741, -3.109], [-1.772, 5.788, -1.529], [-0.506, 4.386, 0.071], [0.879, -1.291, 3.932], [2.633, 0.008, 5.082], [4.033, 1.971, 5.276], [4.680, 4.229, 4.512], [3.509, 5.246, 2.578], [1.741, 4.042, 1.410], [-5.571, -6.193, 0.743], [-4.382, -5.022, 0.289], [-4.421, -3.755, 0.851], [-3.450, -2.861, 0.453], [-3.453, -1.237, 1.155], [-2.438, -3.139, -0.469], [-1.547, -2.215, -0.800], [-2.452, -4.431, -1.005], [-1.253, -4.867, -2.173], [-3.406, -5.363, -0.634], [-5.179, -3.484, 1.571], [-3.385, -6.352, -1.068], [3.212, 1.333, -0.464], [2.815, 0.359, -1.560], [1.427, -0.915, -1.092], [1.169, -1.879, -2.756], [0.292, -1.129, -3.744], [2.395, -2.191, 0.011], [1.546, -3.340, 0.525], [4.076, 1.921, -0.776], [3.482, 0.832, 0.468], [2.406, 2.033, -0.236], [3.659, -0.263, -1.875], [2.464, 0.890, -2.448], [0.721, -2.835, -2.491], [2.167, -2.069, -3.161], [-0.695, -0.922, -3.321], [0.132, -1.722, -4.646], [0.731, -0.179, -4.053], [2.829, -1.616, 0.832], [3.222, -2.544, -0.611], [0.761, -2.991, 1.199], [2.167, -4.043, 1.081], [1.066, -3.891, -0.284]],
  "nbo_charge": [1.75, -0.25, -0.58, 0.26, -0.27, -0.17, -0.20, -0.21, 0.12, -0.40, -0.10, 0.02, 0.39, -0.81, -0.24, -0.09, -0.11, -0.15, -0.21, -0.17, -0.20, -0.02, 0.20, 0.21, 0.23, 0.23, 0.23, 0.23, 0.24, 0.23, 0.23, 0.22, 0.23, 0.22, 0.22, 0.04, -0.03, -0.24, -0.08, 0.07, 0.32, -0.89, -0.09, 0.04, -0.22, 0.25, 0.25, -0.61, -0.69, 0.87, -0.70, -0.61, -0.69, -0.62, 0.23, 0.21, 0.21, 0.23, 0.23, 0.25, 0.23, 0.20, 0.23, 0.21, 0.23, 0.23, 0.21, 0.23, 0.22]
}



(4)
{
  "formula": "C17H25Cl3N2O2",
  "method": "ωB97M-V with the def2-TZVPD basis set",
  "lumo_energy_ev": 0.49,
  "smiles": "CCCCCCCC(=O)N[C@H](Nc1ccccc1OC)C(Cl)(Cl)Cl",
  "orbital_gap_ev": 8.44,
  "homo_energy_ha": -0.292,
  "de_lowest_kj_mol": 21.9,
  "max_force_ev_per_a": 0.58,
  "symbols": ["C", "C", "C", "C", "C", "C", "C", "C", "O", "N", "C", "N", "C", "C", "C", "C", "C", "C", "O", "C", "C", "Cl", "Cl", "Cl", "H", "H", "H", "H", "H", "H", "H", "H", "H", "H", "H", "H", "H", "H", "H", "H", "H", "H", "H", "H", "H", "H", "H", "H", "H"],
  "coordinates": [[7.936, -2.283, 1.571], [6.760, -1.326, 1.417], [5.429, -2.069, 1.340], [4.246, -1.115, 1.191], [2.914, -1.859, 1.126], [1.735, -0.899, 0.992], [0.397, -1.645, 0.946], [-0.734, -0.646, 0.851], [-1.398, -0.276, 1.789], [-0.919, -0.160, -0.413], [-1.843, 0.900, -0.692], [-2.688, 0.558, -1.789], [-3.931, 1.163, -2.016], [-4.297, 1.460, -3.323], [-5.537, 1.993, -3.625], [-6.433, 2.248, -2.607], [-6.092, 1.954, -1.296], [-4.858, 1.404, -0.983], [-4.474, 1.072, 0.288], [-5.370, 1.273, 1.353], [-1.040, 2.211, -0.962], [-2.142, 3.574, -1.221], [0.033, 2.572, 0.402], [-0.041, 2.004, -2.425], [8.873, -1.734, 1.624], [7.986, -2.966, 0.725], [7.831, -2.872, 2.479], [6.893, -0.730, 0.511], [6.740, -0.637, 2.264], [5.448, -2.757, 0.491], [5.298, -2.666, 2.245], [4.374, -0.520, 0.283], [4.231, -0.424, 2.037], [2.924, -2.544, 0.275], [2.791, -2.457, 2.031], [1.857, -0.300, 0.086], [1.727, -0.212, 1.841], [0.270, -2.220, 1.863], [0.375, -2.326, 0.094], [-0.317, -0.465, -1.161], [-2.445, 1.041, 0.214], [-2.170, 0.436, -2.652], [-3.588, 1.266, -4.116], [-5.793, 2.213, -4.650], [-7.401, 2.672, -2.821], [-6.807, 2.152, -0.514], [-4.842, 0.920, 2.238], [-5.620, 2.332, 1.476], [-6.288, 0.692, 1.221]],
  "nbo_charge": [-0.60, -0.39, -0.39, -0.39, -0.39, -0.38, -0.49, 0.71, -0.61, -0.63, 0.01, -0.60, 0.10, -0.23, -0.22, -0.23, -0.29, 0.33, -0.52, -0.25, -0.09, 0.04, 0.03, -0.02, 0.21, 0.20, 0.20, 0.19, 0.19, 0.19, 0.19, 0.19, 0.20, 0.19, 0.20, 0.20, 0.21, 0.23, 0.21, 0.40, 0.30, 0.38, 0.21, 0.21, 0.21, 0.22, 0.21, 0.18, 0.18]
}